No. 1
ORCA calculation (ωB97M-V/def2-TZVPD) on a molecular structure, C21H49ClN7O12V at a distorted geometry.

The geometry in XYZ format:
```
91
Properties=species:S:1:pos:R:3:lowdin_charge:R:1
O 1.0728 0.1768 0.8581 -0.3805
V 0.2998 -0.5695 -0.2380 0.7106
Cl 0.2030 -1.0021 4.4932 0.5939
O 0.7710 -1.9602 5.4003 -0.3866
O 0.6023 -1.3822 3.1617 -0.3848
O -1.1478 -0.9802 4.6605 -0.3395
O 0.8981 0.2896 4.8071 -0.4069
C -1.4127 -3.2457 0.7675 -0.2181
O -0.8009 -2.2493 0.3727 -0.0520
N -2.6881 -3.6044 0.4742 -0.1981
C -3.3056 -4.7154 1.0821 -0.0563
C -3.4528 -2.8211 -0.4487 -0.0387
H -0.8720 -4.0543 1.2832 0.1530
H -4.2835 -4.4165 1.4596 0.0937
H -2.6796 -5.0796 1.8967 0.1031
H -3.5184 -5.4529 0.3081 0.0936
H -3.6069 -3.4541 -1.3225 0.0683
H -4.4203 -2.6773 0.0323 0.0974
H -2.9872 -1.8921 -0.7778 0.0915
C 2.0347 5.1052 2.6239 -0.3227
O 2.6708 5.3000 1.5823 -0.0411
N 1.9734 3.8861 3.2292 -0.1616
C 2.6760 2.6971 2.7048 -0.0156
C 1.3146 3.7399 4.5109 -0.0763
H 1.4003 5.8358 3.1492 0.1253
H 1.9878 1.8918 2.4480 0.0746
H 3.4668 2.3855 3.3872 0.0982
H 3.1504 2.8991 1.7444 0.0400
H 1.8287 3.2683 5.3484 0.0920
H 0.9123 4.7037 4.8230 0.0711
H 0.3911 3.1614 4.4867 0.0782
C -1.1639 2.6754 -1.8163 -0.3380
O -0.7341 1.5845 -1.5800 0.0153
N -0.4732 3.8136 -1.5203 -0.1555
C -0.8939 5.1801 -2.0991 -0.0166
C 0.9083 3.7454 -1.1038 -0.0507
H -2.1719 2.9490 -2.1643 0.1335
H -0.2998 6.0414 -1.7936 0.0833
H -1.9753 5.2946 -2.0247 0.0707
H -0.7144 5.0157 -3.1616 0.0738
H 0.9125 3.1209 -0.2104 0.1021
H 1.5963 3.4281 -1.8874 0.0775
H 1.3569 4.7036 -0.8415 0.0799
C -1.2770 -1.3244 -3.2084 -0.2295
O -0.5172 -1.3888 -2.2285 -0.0240
N -2.0640 -2.3855 -3.5618 -0.1650
C -3.4342 -2.2623 -4.1008 -0.0541
C -1.7926 -3.7648 -3.2127 -0.0616
H -1.5262 -0.4642 -3.8487 0.1502
H -3.5264 -2.8463 -5.0165 0.0861
H -3.5984 -1.2088 -4.3273 0.0845
H -4.2824 -2.5468 -3.4781 0.0823
H -0.7390 -4.0213 -3.3236 0.0942
H -1.9047 -3.9435 -2.1433 0.0612
H -2.3429 -4.5638 -3.7097 0.0977
C 2.4593 -2.8835 -1.0255 -0.2704
O 1.7836 -1.9917 -0.5443 -0.0360
N 2.8530 -3.9781 -0.3885 -0.1579
C 3.5316 -5.0913 -0.9218 -0.0864
C 2.6651 -4.1433 1.1065 0.0077
H 2.8710 -2.9762 -2.0425 0.1506
H 3.3077 -5.9555 -0.2965 0.0884
H 4.6189 -5.0665 -0.8484 0.0904
H 3.3338 -5.1778 -1.9902 0.0906
H 2.1003 -3.3316 1.5651 0.0864
H 2.0686 -5.0461 1.2378 0.0818
H 3.5444 -4.2333 1.7443 0.0957
C -2.2409 0.7476 1.6469 -0.2633
O -1.5701 0.3675 0.6997 -0.0301
N -3.5206 1.1090 1.6010 -0.1718
C -4.3485 1.0835 0.4291 -0.0566
C -4.2730 1.6251 2.7678 -0.0365
H -2.0018 0.5851 2.7092 0.1437
H -4.3255 2.1168 0.0829 0.0905
H -5.3729 0.7551 0.6042 0.0897
H -3.9202 0.5037 -0.3885 0.0787
H -5.2245 1.1422 2.9905 0.0836
H -3.6906 1.6892 3.6869 0.0957
H -4.5878 2.6292 2.4838 0.0823
C 2.6904 1.1691 -2.4599 -0.2809
O 1.8621 0.5985 -1.7285 -0.0425
N 3.7600 1.9025 -2.0282 -0.1641
C 4.9225 2.3057 -2.8178 -0.0675
C 4.0498 2.1022 -0.5812 -0.0308
H 2.6389 1.1688 -3.5597 0.1376
H 5.8769 2.0633 -2.3504 0.0834
H 4.9079 3.3913 -2.9139 0.0848
H 4.8493 1.9925 -3.8593 0.0813
H 3.9884 3.0977 -0.1414 0.0841
H 3.5057 1.3820 0.0298 0.0835
H 5.0664 1.7330 -0.4454 0.0816
```

Computed properties:
HOMO (spin up / spin down) ... -4.851 / -7.216 eV
Relative energy (zero: lowest compared OMol25 entry of this formula, charge and spin) ... 0.0 kJ/mol
Gap between HOMO and LUMO (spin up / spin down) ... 4.89 / 7.26 eV
Multiplicity ... 3
DFT total energy ... -95772.2035 eV

No. 2
ORCA calculation (ωB97M-V/def2-TZVPD) on 7 unconnected molecules or ions with the total composition C21H49NO10S3 at a distorted geometry.

The geometry in XYZ format:
```
84
Properties=species:S:1:pos:R:3:lowdin_charge:R:1
C -3.8444 1.3476 2.2947 -0.2769
S -4.5283 -0.2137 2.8702 0.8141
O -5.9196 -0.2316 2.3399 -0.5549
C -3.6653 -1.3426 1.7776 -0.2774
H -4.4685 2.1516 2.6849 0.0541
H -3.9057 1.4136 1.2097 0.0399
H -2.8150 1.4860 2.6256 0.0417
H -3.8689 -1.1022 0.7349 0.0570
H -3.9805 -2.3589 1.9993 0.0325
H -2.5793 -1.2698 1.9060 0.0617
C 4.0465 -2.8694 -1.6495 -0.2800
S 5.5974 -3.7255 -1.4035 0.8068
O 6.6114 -3.0566 -2.2477 -0.5541
C 5.8489 -3.1821 0.2852 -0.2659
H 3.6083 -3.0696 -2.6228 0.0528
H 4.1700 -1.8005 -1.4740 0.0464
H 3.3275 -3.2129 -0.8968 0.0517
H 5.3981 -3.8878 0.9798 0.0574
H 5.4692 -2.1763 0.4485 0.0310
H 6.9238 -3.1579 0.4678 0.0543
C -0.6062 3.7066 -1.5946 -0.2533
S -1.8337 3.0955 -0.4190 0.8245
O -1.4283 1.7263 0.0080 -0.5789
C -1.3776 4.2624 0.8965 -0.2424
H -0.8930 4.7424 -1.7897 0.0605
H -0.6906 3.1472 -2.5238 0.0371
H 0.3719 3.6561 -1.1225 0.0426
H -2.1842 4.9966 0.9100 0.0483
H -0.4520 4.7830 0.6748 0.0345
H -1.3043 3.7070 1.8237 0.0402
C 3.0481 -0.4859 0.6567 -0.3675
O 3.2026 -1.4507 1.3622 0.0204
N 1.9925 -0.3418 -0.1905 -0.1684
C 1.8123 0.8477 -0.9570 -0.0752
C 0.9357 -1.3244 -0.2566 -0.0328
H 3.7506 0.3570 0.5561 0.1339
H 0.9952 1.5638 -0.8130 0.0527
H 1.6942 0.6016 -2.0219 0.0900
H 2.6945 1.4950 -0.8917 0.0916
H 0.8118 -1.5784 -1.3112 0.0760
H 1.2436 -2.2398 0.2344 0.0845
H 0.0040 -0.9578 0.1768 0.0927
O -1.4386 -0.4555 -5.3590 0.1134
C -1.5123 0.2203 -4.3757 -0.5498
O -1.9555 1.4793 -4.3915 -0.0274
C -2.3853 2.0009 -5.6730 -0.2080
C -3.2463 3.2102 -5.3836 -0.0663
C -1.0881 -0.2193 -2.9959 0.0240
H -2.9566 1.2115 -6.1615 0.1203
H -1.5188 2.2224 -6.2973 0.1274
H -2.7380 3.9194 -4.7241 0.0707
H -4.1412 2.8731 -4.8620 0.0814
H -3.4777 3.7838 -6.2797 0.0790
H -1.9769 -0.3854 -2.3833 0.0983
H -0.5353 0.5728 -2.4941 0.0485
H -0.4788 -1.1086 -3.0733 0.0762
O -0.9011 -4.9325 0.9664 0.0933
C -2.0452 -4.5687 0.8210 -0.5631
O -2.9815 -4.6989 1.7421 -0.0272
C -2.6879 -5.4287 2.9640 -0.1921
C -3.8841 -5.2499 3.8804 -0.0665
C -2.5114 -3.8986 -0.4437 0.0319
H -1.7755 -5.0393 3.4109 0.1247
H -2.6023 -6.4803 2.6836 0.1283
H -3.7226 -5.8097 4.8025 0.0795
H -4.7876 -5.6287 3.4057 0.0809
H -4.0143 -4.2059 4.1682 0.0742
H -1.6966 -3.4031 -0.9429 0.0745
H -3.2858 -3.1693 -0.1990 0.0626
H -2.9735 -4.6311 -1.1064 0.0967
O 1.7645 3.7160 1.4479 0.0816
C 2.1805 2.8164 2.1420 -0.5366
O 3.4683 2.5257 2.3207 -0.0160
C 4.4994 3.2808 1.6663 -0.2269
C 4.9656 4.4155 2.5284 -0.0672
C 1.2705 1.8534 2.8608 0.0435
H 4.1481 3.5644 0.6723 0.1187
H 5.3423 2.6069 1.5051 0.1227
H 5.8387 4.9106 2.0936 0.0834
H 5.3695 4.0068 3.4597 0.0844
H 4.1979 5.1513 2.7518 0.0806
H 1.4786 0.8088 2.6424 0.0818
H 0.2514 2.0581 2.5407 0.0641
H 1.3306 2.0539 3.9321 0.0972
```

Computed properties:
HOMO ... -8.598 eV
Gap between HOMO and LUMO ... 8.88 eV
DFT total energy ... -77040.8661 eV

No. 3
ORCA calculation (ωB97M-V/def2-TZVPD) on a molecular structure, C21H50AgBr6O13P3 at a distorted geometry.

The geometry in XYZ format:
```
94
Properties=species:S:1:pos:R:3:lowdin_charge:R:1
Ag -1.7501 -1.3090 -0.1840 0.7737
C 1.5832 -0.2869 -1.3694 -0.1384
O 0.3997 -0.8301 -0.9037 -0.1331
H 1.5870 0.6948 -0.8668 0.1152
H 2.4588 -0.8897 -1.1323 0.0660
H 1.4765 -0.0621 -2.4353 0.0517
C 0.2297 -2.4814 -4.3241 -1.5523
Br -1.4050 -2.4556 -5.3817 0.6205
Br 1.7178 -1.4733 -5.0901 0.5878
Br 0.8741 -4.3118 -3.9802 0.5560
H -0.0348 -2.0975 -3.3487 -0.0608
C 4.4321 -2.9501 -2.4387 -1.5658
Br 4.0075 -4.5839 -1.4567 0.5720
Br 5.2711 -3.2806 -4.1760 0.5648
Br 5.6117 -1.8201 -1.3387 0.5479
H 3.5389 -2.3686 -2.6161 -0.0873
C -0.2631 -6.5768 0.6686 -0.0539
C -1.3995 -5.5951 0.9483 -0.2317
O -1.2136 -5.0468 2.2733 -0.1592
P -0.6659 -3.5857 2.4801 0.4102
O -1.1189 -2.5818 1.4971 -0.3083
O 0.9109 -3.7848 2.5708 -0.1388
C 1.7826 -3.2716 1.5681 -0.2904
C 3.2090 -3.2694 2.0749 -0.0644
O -1.0604 -3.2570 3.9718 -0.1488
C -2.4268 -3.1159 4.3452 -0.2714
C -2.6023 -3.4256 5.8336 -0.0530
H -0.4379 -7.4757 1.2585 0.0843
H -0.2877 -6.8876 -0.3790 0.0819
H 0.7220 -6.1642 0.8686 0.0686
H -1.4299 -4.8347 0.1653 0.1022
H -2.3616 -6.1015 0.9581 0.1227
H 1.6728 -3.8301 0.6298 0.0897
H 1.5363 -2.2637 1.2123 0.0923
H 3.3493 -2.5123 2.8444 0.0839
H 3.5036 -4.2602 2.4269 0.0874
H 3.9639 -3.0787 1.3090 0.0365
H -2.8184 -2.1216 4.1097 0.1210
H -3.0578 -3.8034 3.7700 0.1153
H -2.0975 -4.3698 6.0273 0.0844
H -2.2229 -2.6306 6.4699 0.0796
H -3.6730 -3.5289 6.0070 0.0818
C -0.8401 2.6021 -4.9276 -0.0446
C -1.2120 1.5312 -3.9085 -0.2515
O -2.2127 2.0951 -3.0354 -0.1701
P -3.3310 1.1655 -2.3768 0.4320
O -2.8180 0.1237 -1.4697 -0.3033
O -4.2641 2.2435 -1.6908 -0.1619
C -5.1517 3.0387 -2.5054 -0.2522
C -5.0704 4.4632 -1.9428 -0.0518
O -4.1385 0.5875 -3.6405 -0.1848
C -4.5126 -0.7981 -3.7367 -0.2800
C -5.7508 -1.1380 -2.9401 -0.0534
H -0.0550 2.2347 -5.5860 0.0808
H -1.7683 2.8772 -5.4224 0.0857
H -0.4300 3.4923 -4.4497 0.0835
H -1.6651 0.6685 -4.4072 0.0921
H -0.3709 1.1603 -3.3189 0.1012
H -4.8346 3.0546 -3.5502 0.1125
H -6.1646 2.6426 -2.4861 0.1216
H -4.0592 4.8374 -2.0762 0.0802
H -5.7904 5.1544 -2.3706 0.0821
H -5.3003 4.2985 -0.8873 0.0825
H -4.6614 -1.0177 -4.7981 0.1210
H -3.5981 -1.3670 -3.5518 0.0680
H -5.9617 -2.1944 -3.1063 0.0871
H -5.5573 -1.0117 -1.8728 0.0765
H -6.5722 -0.4922 -3.2389 0.0870
C 1.4839 6.5583 3.4949 -0.0716
C 2.6606 5.7424 3.9966 -0.2568
O 3.2557 5.0607 2.8843 -0.1817
P 3.1422 3.4820 2.6963 0.3935
O 3.8078 2.6867 3.7453 -0.2284
O 1.5510 3.2672 2.6130 -0.1723
C 0.9852 2.0782 2.0789 -0.2701
C 1.4234 0.8366 2.8320 -0.0723
O 3.6595 3.2269 1.2254 -0.1882
C 5.0753 3.3529 0.9247 -0.2437
C 5.2677 4.3021 -0.2282 -0.0698
H 1.7769 7.0974 2.5895 0.0798
H 0.6873 5.9154 3.1159 0.0701
H 1.1469 7.2806 4.2353 0.0794
H 3.4171 6.3979 4.4308 0.1210
H 2.3900 5.0348 4.7834 0.1187
H -0.0973 2.1911 2.0240 0.1190
H 1.2574 2.0018 1.0181 0.0904
H 2.3993 0.4631 2.5124 0.0737
H 1.5755 1.0833 3.8832 0.0854
H 0.7206 0.0061 2.7422 0.0654
H 5.6071 3.6278 1.8357 0.1187
H 5.3740 2.3444 0.6278 0.1187
H 4.8026 5.2680 -0.0385 0.0820
H 6.3326 4.4314 -0.4332 0.0835
H 4.8767 3.8903 -1.1605 0.0756
```

Computed properties:
HOMO (spin up / spin down) ... -11.969 / -11.969 eV
Total charge ... +1
Gap between HOMO and LUMO (spin up / spin down) ... 9.16 / 6.77 eV
Multiplicity ... 2
DFT total energy ... -501326.2577 eV